Record 1
{"formula": "C5H8O", "method": "the ωB97M-V functional and the def2-TZVPD basis", "de_lowest_kj_mol": 421.3, "homo_energy_ev": -8.469, "largest_force_ev_per_a": 0.43, "total_energy_ev": -7357.888, "gap_ev": 9.4, "symbols": ["C", "C", "C", "O", "C", "C", "H", "H", "H", "H", "H", "H", "H", "H"], "coordinates": [[1.3616, 0.6122, -0.6620], [0.6993, 0.4371, 0.6635], [-0.6582, 1.0658, 0.7918], [-1.4145, 0.5274, -0.3521], [-0.8290, -0.4340, -1.0184], [0.5204, -0.6173, -0.4092], [0.9580, 1.3449, -1.3594], [2.4350, 0.4690, -0.7291], [1.2913, 0.2532, 1.5539], [-0.6874, 2.1519, 0.6808], [-1.1845, 0.7727, 1.7058], [-1.7231, -2.2623, -0.5350], [-1.7523, -2.7222, 0.0575], [0.9833, -1.5983, -0.3880]]}

***

Record 2
{"formula": "ClH4N2OP", "method": "the ωB97M-V functional and the def2-TZVPD basis", "de_lowest_kj_mol": 282.3, "homo_energy_ev": -10.225, "largest_force_ev_per_a": 1.33, "total_energy_ev": -26903.446, "gap_ev": 10.3, "smiles": "O=PNCl.N", "symbols": ["N", "N", "O", "P", "Cl", "H", "H", "H", "H"], "coordinates": [[-0.9623, 1.3399, 0.2363], [2.3461, -2.7470, -0.2225], [3.6268, -0.8002, -1.0469], [2.7003, -1.1253, 0.0250], [1.2871, -3.7479, 0.7111], [-1.6401, 2.0790, 0.3794], [-0.8161, 0.8824, 1.1286], [2.7712, -3.2483, -0.9948], [-1.3754, 0.6597, -0.3894]]}